Molecular formula: C20H42B3CdO10
Method: DFT, wB97M-V/def2-TZVPD

Results
E_LUMO = 0.0744 hartree
total energy = -48486.0328 eV
spin multiplicity = 1
HOMO energy = -6.6 eV
frontier orbital gap = 8.644 eV
charge = -1

Last column: Mulliken charge in e.
Atoms and positions in Å:
Cd (0.641, -0.481, -2.180)  -0.351
B (-0.129, -0.068, -0.207)  1.820
H (-0.203, 0.121, 0.931)  -0.661
H (-0.541, 0.742, -0.877)  -0.393
H (0.977, -0.121, -0.428)  -0.007
H (-0.670, -1.015, -0.509)  -0.326
B (2.476, 0.527, -2.853)  1.009
H (1.604, 1.147, -2.492)  -0.267
H (2.879, -0.096, -1.961)  -0.407
H (2.038, -0.219, -3.584)  -0.248
H (3.252, 1.224, -3.338)  -0.221
B (-1.102, -0.685, -3.564)  1.398
H (-0.735, 0.257, -3.060)  -0.137
H (-0.268, -0.898, -4.341)  -0.297
H (-1.012, -1.383, -2.681)  -0.395
H (-2.162, -0.594, -4.000)  -0.256
O (-2.456, 2.776, 3.597)  -0.666
C (-1.403, 3.216, 3.204)  0.613
O (-1.351, 4.353, 2.532)  -0.382
C (-0.004, 4.728, 2.194)  -0.675
C (0.839, 3.509, 2.525)  -0.007
C (-0.046, 2.559, 3.335)  -0.141
H (0.276, 5.702, 2.614)  0.260
H (0.077, 5.094, 1.164)  0.336
H (1.687, 3.797, 3.147)  0.379
H (1.224, 3.051, 1.615)  -0.035
H (0.290, 2.623, 4.369)  0.404
H (-0.107, 1.540, 2.965)  -0.104
O (6.528, 1.118, 2.850)  -0.617
C (5.613, 0.642, 2.242)  0.450
O (4.498, 1.380, 2.074)  -0.394
C (3.575, 0.795, 1.134)  0.171
C (4.301, -0.419, 0.572)  -0.306
C (5.505, -0.679, 1.483)  -0.437
H (3.453, 1.545, 0.352)  0.125
H (2.601, 0.564, 1.563)  0.040
H (4.526, -0.287, -0.484)  0.236
H (3.470, -1.129, 0.589)  0.166
H (6.411, -0.982, 0.972)  0.313
H (5.169, -1.448, 2.181)  0.238
O (1.205, -2.481, -2.301)  -1.079
C (1.558, -3.619, -2.301)  0.158
O (2.850, -3.987, -2.167)  -0.394
C (3.022, -5.416, -2.277)  -0.427
C (1.762, -5.908, -3.007)  -0.464
C (0.739, -4.813, -2.705)  -0.476
H (3.291, -5.827, -1.307)  0.295
H (3.877, -5.551, -2.940)  0.257
H (1.438, -6.871, -2.612)  0.275
H (1.935, -6.058, -4.070)  0.297
H (-0.004, -5.211, -2.014)  0.322
H (0.145, -4.577, -3.588)  0.290
O (-4.214, 3.438, -3.158)  -0.646
C (-3.680, 3.201, -2.100)  0.374
O (-3.382, 4.138, -1.208)  -0.390
C (-2.865, 3.559, -0.008)  -0.187
C (-3.199, 2.056, -0.109)  0.593
C (-3.515, 1.796, -1.568)  0.023
H (-3.388, 4.046, 0.816)  0.240
H (-1.822, 3.798, 0.202)  -0.060
H (-4.137, 1.948, 0.443)  0.190
H (-2.407, 1.444, 0.318)  -0.427
H (-4.381, 1.208, -1.851)  0.412
H (-2.638, 1.416, -2.104)  -0.301
O (-5.362, -1.616, 0.360)  -0.625
C (-4.589, -1.246, 1.193)  0.512
O (-4.898, -0.361, 2.176)  -0.415
C (-3.964, -0.354, 3.234)  0.149
C (-2.983, -1.489, 3.010)  -0.627
C (-3.229, -1.752, 1.501)  0.357
H (-4.527, -0.417, 4.169)  0.300
H (-3.411, 0.588, 3.294)  -0.124
H (-3.277, -2.343, 3.618)  0.277
H (-1.975, -1.133, 3.201)  0.261
H (-3.282, -2.819, 1.280)  0.442
H (-2.416, -1.294, 0.934)  -0.612

Molecular formula: C20H42BNO8PS2
Method: DFT, wB97M-V/def2-TZVPD

Results
E_LUMO = 0.0836 hartree
total energy = -70926.3278 eV
spin multiplicity = 1
HOMO energy = -4.7 eV
frontier orbital gap = 6.983 eV
charge = -1

Last column: Mulliken charge in e.
Atoms and positions in Å:
C (5.720, -0.405, -4.288)  -0.910
C (4.268, 0.357, -4.407)  0.335
O (3.232, -0.405, -4.842)  -0.496
N (3.984, 1.804, -4.073)  -0.127
C (3.918, 2.692, -5.294)  -0.574
C (2.606, 2.474, -6.250)  -0.683
C (1.210, 2.144, -5.459)  -0.249
C (0.921, 3.066, -4.134)  -0.545
C (-0.545, 2.558, -3.510)  -0.030
C (-0.487, 1.319, -2.395)  0.034
O (-1.960, 1.043, -2.304)  -0.448
B (-2.541, 1.129, -3.678)  0.240
S (-4.052, 2.288, -3.882)  -0.456
P (-2.762, -0.489, -4.697)  0.683
O (-4.455, -1.019, -4.667)  -0.560
O (-2.317, -0.074, -6.365)  -0.536
S (-1.516, -1.920, -4.176)  -0.557
O (-1.510, 1.927, -4.430)  -0.261
H (6.303, -0.037, -3.341)  0.299
H (5.477, -1.558, -4.105)  0.275
H (6.327, -0.348, -5.291)  0.241
H (4.700, 2.185, -3.383)  0.281
H (4.869, 2.451, -5.976)  0.278
H (4.009, 3.852, -5.051)  0.338
H (2.395, 3.444, -6.913)  0.348
H (2.876, 1.624, -7.035)  0.263
H (1.065, 1.026, -5.144)  0.165
H (0.328, 2.385, -6.227)  0.269
H (0.728, 4.175, -4.516)  0.239
H (1.768, 3.022, -3.316)  0.208
H (-1.196, 3.426, -3.023)  0.164
H (-0.091, 0.306, -2.875)  -0.201
H (-0.007, 1.562, -1.348)  0.278
H (-4.255, 2.517, -5.278)  0.033
H (-4.511, -1.778, -5.338)  0.315
H (-2.858, 0.724, -6.641)  0.305
C (-1.173, -2.529, 0.509)  -0.584
C (-0.533, -3.091, -0.735)  -0.338
C (0.679, -2.200, -0.898)  0.259
O (1.075, -1.791, 0.418)  -0.461
C (0.033, -2.144, 1.338)  -0.197
H (-1.835, -3.233, 1.019)  0.357
H (-1.753, -1.634, 0.255)  0.235
H (-0.216, -4.125, -0.553)  0.285
H (-1.189, -3.083, -1.609)  0.184
H (0.436, -1.298, -1.469)  -0.376
H (1.511, -2.711, -1.390)  0.291
H (0.388, -2.990, 1.937)  0.156
H (-0.169, -1.303, 2.007)  0.245
C (2.584, -0.840, 4.907)  -0.674
C (1.778, -0.801, 6.180)  -0.605
C (0.359, -0.869, 5.658)  -0.068
O (0.400, -1.622, 4.438)  -0.416
C (1.770, -1.779, 4.045)  -0.144
H (3.614, -1.177, 5.049)  0.375
H (2.609, 0.158, 4.453)  0.264
H (1.997, -1.690, 6.784)  0.279
H (1.966, 0.084, 6.793)  0.356
H (-0.025, 0.129, 5.422)  0.201
H (-0.324, -1.348, 6.364)  0.021
H (2.051, -2.823, 4.221)  0.234
H (1.874, -1.566, 2.977)  0.155
C (-4.355, 0.816, 7.266)  -0.522
C (-4.623, -0.628, 6.926)  -0.531
C (-3.228, -1.214, 6.911)  -0.370
O (-2.451, -0.462, 7.853)  -0.391
C (-3.196, 0.704, 8.232)  -0.410
H (-5.217, 1.334, 7.694)  0.329
H (-4.041, 1.357, 6.366)  0.269
H (-5.215, -1.092, 7.723)  0.258
H (-5.154, -0.766, 5.981)  0.327
H (-2.760, -1.102, 5.927)  0.239
H (-3.215, -2.273, 7.185)  0.290
H (-3.548, 0.556, 9.259)  0.254
H (-2.544, 1.582, 8.209)  0.269

Molecular formula: C20H42BrCl14GaNO4
Method: DFT, wB97M-V/def2-TZVPD

Results
E_LUMO = 0.0657 hartree
total energy = -328826.8455 eV
energy relative to the best compared isomer or geometry (same formula, charge and spin) = 155.0 kcal per mole
spin multiplicity = 1
HOMO energy = -4.7 eV
frontier orbital gap = 6.522 eV
charge = -1

Last column: Mulliken charge in e.
Atoms and positions in Å:
C (2.806, 1.557, -1.160)  -0.462
C (3.319, 0.038, -1.636)  -0.216
O (2.189, -0.782, -2.099)  -0.194
C (2.289, -2.181, -1.663)  -0.619
C (0.769, -2.630, -1.129)  0.200
O (-0.145, -2.994, -2.223)  -0.400
C (-1.520, -3.244, -1.729)  -0.077
Ga (-2.456, -1.440, -1.334)  -1.180
C (-1.463, -0.011, -2.523)  0.382
C (-1.608, -0.467, -4.118)  -0.060
O (-0.554, -0.400, -4.970)  -0.606
C (-2.263, -1.077, 0.700)  0.044
C (-2.830, -2.380, 1.540)  -0.026
C (-1.599, -3.322, 2.156)  -0.431
Br (-4.084, -1.766, 3.010)  -0.290
C (-4.463, -1.377, -1.859)  -0.585
C (-4.855, 0.237, -2.036)  0.427
O (-5.127, 0.475, -3.493)  -0.563
C (-6.147, 0.672, -1.083)  -0.473
N (-5.669, 1.756, -0.131)  -0.423
H (2.866, 2.341, -2.030)  -0.063
H (1.728, 1.519, -0.691)  0.227
H (3.530, 1.877, -0.269)  0.220
H (3.905, -0.390, -0.718)  0.296
H (4.100, 0.212, -2.515)  0.105
H (2.620, -2.904, -2.552)  0.202
H (3.012, -2.377, -0.764)  0.307
H (0.868, -3.550, -0.375)  0.201
H (0.377, -1.724, -0.468)  -0.081
H (-2.158, -3.879, -2.510)  0.250
H (-1.543, -3.890, -0.726)  0.123
H (-0.331, -0.113, -2.241)  -0.261
H (-1.847, 1.076, -2.322)  0.126
H (-2.638, -0.866, -4.537)  0.246
H (-2.880, -0.138, 1.067)  0.163
H (-1.117, -0.973, 0.969)  0.177
H (-3.432, -3.079, 0.798)  0.339
H (-1.992, -4.387, 2.522)  0.167
H (-0.814, -3.539, 1.315)  0.009
H (-1.066, -2.813, 3.065)  0.185
H (-5.157, -1.923, -1.081)  0.266
H (-4.657, -1.876, -2.919)  0.226
H (-3.957, 0.949, -1.723)  0.034
H (-6.098, 0.232, -3.675)  0.318
H (-6.592, -0.262, -0.501)  0.152
H (-6.950, 1.186, -1.796)  0.380
H (-6.447, 2.391, 0.158)  0.206
H (-5.186, 1.327, 0.698)  0.084
C (5.697, 3.375, -2.853)  -0.229
Cl (7.044, 2.405, -2.247)  -0.112
Cl (5.074, 4.454, -1.599)  -0.160
H (6.042, 3.974, -3.699)  0.338
H (4.895, 2.707, -3.177)  0.171
C (-5.432, 2.796, 3.760)  -0.392
Cl (-5.348, 4.179, 2.662)  -0.156
Cl (-4.411, 1.469, 3.191)  -0.072
H (-5.091, 3.107, 4.751)  0.325
H (-6.466, 2.449, 3.817)  0.245
C (7.497, 5.564, 0.700)  0.099
Cl (8.844, 4.594, 1.306)  -0.152
Cl (6.874, 6.643, 1.954)  -0.171
H (7.842, 6.164, -0.146)  0.262
H (6.695, 4.896, 0.375)  -0.048
C (-4.273, -4.299, 6.342)  -0.350
Cl (-3.318, -2.831, 6.582)  -0.129
Cl (-3.562, -5.322, 5.088)  -0.110
H (-4.309, -4.858, 7.280)  0.338
H (-5.286, -4.019, 6.040)  0.254
C (11.440, 1.681, -0.014)  -0.033
Cl (10.145, 1.081, -1.057)  -0.122
Cl (12.874, 2.100, -0.959)  -0.164
H (11.089, 2.572, 0.513)  0.044
H (11.704, 0.905, 0.708)  0.276
C (-1.203, 3.941, -3.542)  -0.335
Cl (0.144, 2.971, -2.936)  -0.053
Cl (-1.826, 5.020, -2.288)  -0.179
H (-0.858, 4.540, -4.388)  0.326
H (-2.005, 3.273, -3.867)  0.229
C (1.063, -4.203, 5.517)  -0.396
Cl (-0.615, -4.350, 6.051)  -0.070
Cl (1.220, -2.993, 4.237)  -0.117
H (1.683, -3.905, 6.366)  0.315
H (1.401, -5.170, 5.135)  0.274